1.
Molecular formula: C28H30ClN8O7Tl
Method: DFT, ωB97M-V with the def2-TZVPD basis set

Results
Energy above the lowest of the compared OMol25 structures with the same formula, charge and spin in kcal/mol: 24.8
Orbital gap in eV: 5.2
E in eV: -72992.421

ORCA input file:
```
! RIJCOSX wB97M-V def2-TZVPD def2/J DEFGRID3
* xyz -2 1
Tl -0.2767 -0.4984 0.1320
N 1.7309 -2.1694 1.3926
C 2.8939 -1.4427 1.8723
C 2.7461 0.0850 1.9401
O 3.7389 0.6893 2.4235
N 1.6270 0.6099 1.4827
C 1.5462 2.0504 1.6327
C 0.2660 2.7051 1.0747
O 0.2983 3.9523 0.9785
O -0.6899 1.9578 0.7285
H 0.9774 -2.2378 2.0686
H 1.9544 -3.1129 1.1072
H 3.7289 -1.6399 1.1903
H 3.2456 -1.7484 2.8671
H 2.3934 2.5656 1.1581
H 1.6214 2.3479 2.6869
O -3.5998 5.0909 -5.8421
N -2.4817 4.7348 -5.5118
O -1.4639 5.3177 -5.8374
C -2.3536 3.5088 -4.7097
C -3.2959 2.5669 -4.9280
C -3.2365 1.3175 -4.2454
C -4.2161 0.3184 -4.4006
C -4.1119 -0.8354 -3.6737
C -3.0148 -0.9883 -2.8012
N -2.0779 -0.0789 -2.6649
C -2.1763 1.0643 -3.3625
C -1.1651 2.0878 -3.1383
N -0.1844 1.7865 -2.2729
C 0.6629 2.7251 -1.9362
C 0.6018 4.0301 -2.4507
C -0.3390 4.3310 -3.3949
C -1.2647 3.3373 -3.7810
H -4.0983 2.7665 -5.6251
H -5.0455 0.4856 -5.0792
H -4.8531 -1.6198 -3.7472
H -2.9148 -1.8775 -2.1828
H 1.4289 2.4545 -1.2190
H 1.2920 4.7774 -2.0860
H -0.3869 5.3188 -3.8258
Cl -4.3797 -7.6609 4.0568
C -3.4295 -6.3413 3.3774
C -2.3783 -5.7861 4.1314
C -1.6347 -4.7655 3.6207
C -1.8602 -4.1919 2.3007
O -1.1509 -3.2639 1.8763
C -2.9614 -4.8017 1.5660
C -3.3833 -4.3997 0.2368
O -2.9420 -3.5384 -0.4988
C -3.7037 -5.8527 2.1321
H -2.1706 -6.1782 5.1207
H -0.8267 -4.3298 4.1965
H -4.2522 -5.0099 -0.1199
H -4.5171 -6.2815 1.5542
C 1.3685 -0.8708 -4.0887
N 2.4304 0.0932 -3.8494
C 2.2834 1.3076 -4.6345
C 2.8532 0.1781 -2.5212
N 2.2789 -0.5335 -1.6360
N 3.9215 1.0729 -2.3110
C 4.2888 1.2927 -0.9215
C 5.0884 0.8851 -3.1551
H 1.2262 -0.9607 -5.1685
H 0.4299 -0.5690 -3.6127
H 1.6467 -1.8369 -3.6745
H 1.2483 1.6685 -4.6234
H 2.5635 1.1166 -5.6757
H 2.9140 2.0977 -4.2373
H 2.7183 -0.4738 -0.7237
H 3.4146 1.5060 -0.3132
H 4.9605 2.1500 -0.8688
H 4.8001 0.4292 -0.4744
H 4.7983 0.6879 -4.1832
H 5.7065 0.0434 -2.8070
H 5.7035 1.7876 -3.1288
*
```

=====

2.
Molecular formula: C28H30ClN8O7Tl
Method: DFT, ωB97M-V with the def2-TZVPD basis set

Results
Energy above the lowest of the compared OMol25 structures with the same formula, charge and spin in kcal/mol: 45.5
Orbital gap in eV: 3.6
E in eV: -72991.527

ORCA input file:
```
! RIJCOSX wB97M-V def2-TZVPD def2/J DEFGRID3
* xyz -2 1
Tl 0.1812 -0.2076 -0.2790
N 1.0541 -1.6560 1.6187
C 2.4952 -1.4890 1.5303
C 2.9759 -1.4726 0.0803
O 4.1257 -1.8544 -0.1669
N 2.0893 -1.0385 -0.8153
C 2.4954 -1.0398 -2.2050
C 1.3618 -0.7217 -3.1950
O 1.6565 -0.7693 -4.3935
O 0.2395 -0.3752 -2.7051
H 0.6696 -1.3329 2.4951
H 0.7557 -2.6111 1.4618
H 3.0732 -2.2606 2.0446
H 2.7516 -0.5227 1.9687
H 2.9099 -2.0163 -2.4645
H 3.2970 -0.3145 -2.3780
O -7.4586 -1.0281 -1.0918
N -6.5615 -0.1501 -0.8923
O -6.9005 1.0656 -0.7802
C -5.2570 -0.5252 -0.8346
C -4.9831 -1.9316 -1.0025
C -3.7278 -2.4102 -0.9276
C -3.3847 -3.8082 -1.0792
C -2.1128 -4.2248 -0.9656
C -1.0790 -3.2548 -0.6850
N -1.3429 -1.9921 -0.5669
C -2.6074 -1.5107 -0.6931
C -2.8241 -0.1170 -0.5670
N -1.7650 0.7066 -0.4012
C -1.9290 2.0317 -0.1382
C -3.1547 2.5992 -0.1401
C -4.2946 1.7985 -0.4078
C -4.1673 0.4291 -0.6070
H -5.8186 -2.5891 -1.1905
H -4.1802 -4.5171 -1.2847
H -1.8529 -5.2692 -1.0834
H -0.0352 -3.5479 -0.6053
H -1.0166 2.5785 0.0660
H -3.2602 3.6585 0.0565
H -5.2732 2.2373 -0.4293
Cl 0.6292 3.0527 7.0378
C 0.6852 2.4751 5.3864
C 1.7500 2.8516 4.5610
C 1.7972 2.4100 3.2660
C 0.7934 1.5622 2.6909
O 0.9050 1.2398 1.4681
C -0.2678 1.1737 3.5816
C -1.3496 0.2774 3.2126
O -1.4643 -0.3690 2.1927
C -0.2984 1.6574 4.9004
H 2.5295 3.4934 4.9528
H 2.6122 2.6964 2.6119
H -2.1269 0.1843 4.0033
H -1.1234 1.3626 5.5396
C -0.4982 5.2840 -0.8409
N 0.6300 4.3983 -1.0520
C 1.4401 4.2016 0.1319
C 0.5126 3.3317 -1.9339
N 0.9751 2.1758 -1.6353
N -0.1451 3.6496 -3.1188
C -0.5654 2.5394 -3.9589
C 0.2900 4.8129 -3.8627
H -1.0565 5.0000 0.0607
H -1.1828 5.2356 -1.6832
H -0.1567 6.3163 -0.7127
H 1.8438 5.1678 0.4487
H 2.2445 3.5056 -0.0908
H 0.8649 3.7695 0.9579
H 0.9322 1.5573 -2.4394
H -1.0138 1.7562 -3.3528
H 0.2620 2.0865 -4.5205
H -1.3078 2.9110 -4.6671
H 0.6582 5.5840 -3.1894
H -0.5469 5.2161 -4.4388
H 1.0959 4.5599 -4.5669
*
```

=====

3.
Molecular formula: C28H30F3N4O4P
Method: DFT, ωB97M-V with the def2-TZVPD basis set

Results
Orbital gap in eV: 9.0
E in eV: -61114.478

ORCA input file:
```
! RIJCOSX wB97M-V def2-TZVPD def2/J DEFGRID3
* xyz 0 1
N 2.5616 0.9900 -0.0525
C 2.2290 0.1390 -0.7446
C 1.8010 -0.9482 -1.6362
C 2.6207 -2.2227 -1.3602
C 4.1283 -1.9983 -1.1972
C 4.7775 -1.2085 -2.3078
O 4.3696 -0.1748 -2.7529
O 5.9053 -1.8040 -2.7769
C 0.2327 -1.0984 -1.5244
C -0.1856 -0.8563 -0.1418
N -0.5512 -0.6590 0.9294
C -0.4025 -0.0460 -2.4812
C -1.6871 0.6628 -1.9975
C -1.3621 2.0315 -1.3929
N -1.4771 2.2325 0.0068
O -0.9880 2.9012 -2.1282
P -0.2829 -2.9308 -1.8017
N -0.6210 -2.9210 -3.4686
O -1.7577 -2.9606 -1.0587
H 2.0048 -0.6022 -2.6507
H 2.2516 -2.6601 -0.4279
H 2.4404 -2.9573 -2.1461
H 4.6245 -2.9682 -1.1546
H 4.3422 -1.4984 -0.2485
H 6.5461 -1.1090 -2.9806
H -0.5795 -0.4920 -3.4549
H 0.3382 0.7380 -2.6592
H -2.2992 0.8696 -2.8791
H -2.2784 0.0403 -1.3222
H -0.7387 1.7757 0.5303
H -2.3835 1.9456 0.3587
H -1.0975 -3.7871 -3.7057
H -1.1972 -2.1607 -3.8136
H -2.4198 -2.4528 -1.5482
F 6.9221 1.8906 2.7237
C 5.9664 2.8448 2.6464
C 4.8829 2.6338 1.8191
C 3.9052 3.6143 1.7450
C 4.0276 4.7816 2.4875
C 5.1301 4.9680 3.3105
C 6.1138 3.9926 3.3986
H 4.8045 1.7218 1.2443
H 3.0485 3.4569 1.1041
H 3.2633 5.5447 2.4245
H 5.2288 5.8776 3.8885
H 6.9793 4.1121 4.0360
F -1.1119 -7.2652 -0.3089
C -1.8249 -6.8653 0.7683
C -2.0599 -7.7722 1.7816
C -2.7910 -7.3528 2.8843
C -3.2732 -6.0529 2.9548
C -3.0216 -5.1649 1.9175
C -2.2886 -5.5664 0.8097
H -1.6772 -8.7806 1.7024
H -2.9824 -8.0468 3.6922
H -3.8423 -5.7327 3.8172
H -3.3942 -4.1501 1.9677
H -2.0775 -4.8861 -0.0022
F -4.8372 2.2015 0.6513
C -4.8761 3.5441 0.4613
C -4.1417 4.3542 1.3015
C -4.1697 5.7245 1.0912
C -4.9283 6.2611 0.0602
C -5.6598 5.4221 -0.7684
C -5.6358 4.0484 -0.5737
H -3.5574 3.9169 2.0996
H -3.5921 6.3735 1.7355
H -4.9467 7.3307 -0.0988
H -6.2534 5.8356 -1.5728
H -6.1937 3.3750 -1.2104
*
```

=====

4.
Molecular formula: C28H30NOSTi
Method: DFT, ωB97M-V with the def2-TZVPD basis set

Results
Orbital gap in eV: 6.4
E in eV: -67003.697

ORCA input file:
```
! RIJCOSX wB97M-V def2-TZVPD def2/J DEFGRID3
* xyz 1 1
C -3.8775 -0.3380 0.1163
C -3.0316 -0.5944 -1.0254
C -1.8432 -1.2454 -0.5602
H -3.2971 -0.4273 -2.0657
C -1.9440 -1.4380 0.8313
C -3.1812 -0.8689 1.2779
H -1.2325 -2.0326 1.4025
C -1.3087 2.8133 -0.6979
C -1.7695 1.8052 -1.6274
C -0.7229 0.8234 -1.7240
H -2.6762 1.8651 -2.2306
C 0.4440 1.2732 -1.0209
C 0.0130 2.4233 -0.2871
H -1.0234 -1.6453 -1.1565
H -3.5530 -0.9038 2.2948
H -4.8178 0.2098 0.0955
H 0.6858 3.0196 0.3299
H -0.7241 -0.0755 -2.3489
H -1.8127 3.7591 -0.5241
Ti -2.1688 0.9386 0.3525
C 1.9113 0.9178 -1.3700
C 2.4820 2.2940 -1.8386
C 1.9668 0.0011 -2.5951
H 2.1263 2.4814 -2.8610
H 3.5757 2.2866 -1.8201
H 2.1324 3.1233 -1.2123
H 1.1993 0.2891 -3.3263
H 1.8491 -1.0571 -2.3492
H 2.9405 0.1317 -3.0814
C 2.8799 0.3827 -0.2359
C 2.8082 -1.0381 0.3609
H 2.7778 1.0440 0.6462
H 3.9010 0.4763 -0.6573
O 1.8676 -1.3594 1.0880
N 3.8107 -1.9917 0.1948
C 3.4127 -3.3440 0.7196
H 4.7318 -1.7087 0.5199
C 2.2205 -3.8481 -0.0616
C 1.0829 -4.4057 0.5376
H 0.9393 -4.3241 1.6182
C 0.1209 -5.0307 -0.2672
H -0.7495 -5.5153 0.1922
C 0.2768 -5.0560 -1.6596
H -0.3939 -5.6567 -2.2849
C 1.3173 -4.3238 -2.2456
H 1.4009 -4.2497 -3.3230
C 2.2706 -3.7035 -1.4474
H 3.0659 -3.0927 -1.8688
H 3.1466 -3.2382 1.7858
H 4.2707 -4.0468 0.6394
S -0.7414 1.0906 2.4715
C -1.6046 2.5438 2.8544
C -3.0103 2.5040 2.9899
C -3.7206 3.7022 2.9763
C -3.0355 4.9230 2.9092
C -1.6321 4.9531 2.9294
C -0.9091 3.7690 2.9294
H -3.5079 1.5362 3.0400
H -4.8104 3.6784 2.9875
H -3.5990 5.8557 2.8396
H -1.1079 5.9041 2.9292
H 0.1782 3.7410 2.9143
*
```

=====

Which value of orbital gap does entry 2 give? 3.6 eV

=====

What is the E in the second record? -72991.527 eV